Entry from the Open Molecules 2025 dataset: a cluster of 2 separate species, C2H7FNOP in total (ωB97M-V with the def2-TZVPD basis set).

Positions of all 13 atoms, in Å:
C -0.6585 1.6299 -0.4747
O -1.7507 1.0886 0.2725
P -1.4180 -0.3571 1.0031
F -1.2892 -1.2364 -0.4021
H 0.3090 1.0545 -0.4112
H -0.5052 2.5604 0.0110
H -1.1123 1.7697 -1.4209
H -2.7831 -0.6915 1.2622
C 1.8276 -1.5769 -0.1064
N 1.7538 -0.7126 0.7695
H 2.1369 -1.2066 -1.0894
H 1.4930 -2.5740 0.0820
H 1.9965 0.2519 0.5044

The value obtained for the HOMO energy is -9.19 eV. Its total charge is 0. The calculation puts the LUMO energy at 0.03574 Ha. The HOMO-LUMO gap is 0.373 hartree. The calculation puts the relative energy (zero: lowest compared OMol25 entry of this formula, charge and spin) at 303.0 kJ/mol. Its structure (SMILES) is COPF.C=N.

Entry from the Open Molecules 2025 dataset: a cluster of 12 separate species, C32H86FO13PS11 in total (ωB97M-V with the def2-TZVPD basis set).

Positions of all 144 atoms, in Å:
C 0.6410 3.0259 0.2408
C 2.1214 3.3196 0.5264
P 3.3896 3.0899 -0.7849
C 3.0032 1.5215 -1.6885
C 1.6639 1.2651 -2.4165
C 0.6939 0.2972 -1.7064
C 0.3164 -0.8800 -2.5969
O -0.8417 -1.5667 -2.0922
C -2.0304 -1.0648 -2.4188
O -2.2329 -0.1143 -3.1351
C 2.8890 4.4018 -1.9926
C 4.0900 4.9085 -2.8018
C 3.7607 5.3989 -4.2135
F 4.6641 5.9820 -2.0892
H 0.0048 3.5913 0.9313
H 0.3473 3.3018 -0.7741
H 0.4074 1.9709 0.4001
H 2.4526 2.7686 1.4105
H 2.2377 4.3770 0.7853
H 3.2285 0.6979 -1.0018
H 3.8044 1.5006 -2.4392
H 1.1515 2.2054 -2.6299
H 1.9065 0.8248 -3.3908
H 1.1546 -0.0963 -0.7931
H -0.2209 0.8076 -1.3962
H 1.0995 -1.6425 -2.5806
H 0.1438 -0.5681 -3.6292
H -2.8275 -1.6522 -1.9447
H 2.5433 5.2361 -1.3727
H 2.0831 4.0957 -2.6646
H 4.8706 4.1397 -2.8275
H 4.1323 6.4199 -4.3258
H 4.2379 4.7788 -4.9737
H 2.6826 5.4202 -4.3909
C -0.2220 -5.5662 -2.2567
S -0.1911 -4.3858 -0.9117
O 1.1839 -3.7933 -0.9302
C -0.2335 -5.5923 0.4095
H -0.1546 -5.0054 -3.1872
H 0.6428 -6.2223 -2.1690
H -1.1483 -6.1407 -2.2349
H 0.6076 -6.2782 0.3032
H -1.1788 -6.1329 0.3867
H -0.1579 -5.0528 1.3515
C -4.4757 -5.4028 2.5183
S -3.6709 -6.9443 2.9565
O -2.5448 -7.1315 1.9900
C -4.9929 -8.0355 2.4369
H -3.7652 -4.6029 2.7218
H -4.7292 -5.4127 1.4570
H -5.3636 -5.2698 3.1398
H -5.2048 -7.8789 1.3789
H -5.8708 -7.8307 3.0493
H -4.6538 -9.0544 2.6107
C 6.5708 6.6412 1.0737
S 5.9299 5.0092 1.4364
O 4.4511 5.1412 1.4613
C 6.4513 4.9618 3.1567
H 6.3054 6.8717 0.0442
H 6.1142 7.3692 1.7433
H 7.6552 6.6468 1.1836
H 6.0083 5.8032 3.6892
H 7.5396 5.0012 3.2057
H 6.0970 4.0238 3.5793
C -6.9781 -2.4661 5.7975
S -7.9610 -3.3333 4.5823
O -7.2621 -4.6334 4.3198
C -7.5800 -2.2673 3.1990
H -7.0428 -3.0254 6.7294
H -5.9423 -2.4272 5.4594
H -7.3756 -1.4589 5.9241
H -6.5008 -2.2601 3.0436
H -7.9399 -1.2636 3.4222
H -8.0938 -2.6781 2.3297
C 4.2297 -4.8724 -2.5624
S 2.9277 -5.1280 -3.7664
O 2.4848 -6.5441 -3.6181
C 3.9696 -5.0877 -5.2264
H 3.7589 -4.8964 -1.5814
H 4.9656 -5.6708 -2.6576
H 4.6857 -3.8958 -2.7254
H 4.7225 -5.8724 -5.1488
H 4.4390 -4.1077 -5.3145
H 3.3396 -5.2662 -6.0951
C 4.1830 10.7598 1.0380
S 5.0786 9.6962 -0.1017
O 6.5274 9.8933 0.1861
C 4.6958 10.6473 -1.5703
H 4.3340 10.3666 2.0413
H 4.5801 11.7720 0.9634
H 3.1223 10.7407 0.7887
H 5.0395 11.6710 -1.4459
H 3.6196 10.6287 -1.7399
H 5.2076 10.1749 -2.4068
C 4.5257 15.9377 -0.4368
S 3.5856 15.0931 -1.7125
O 4.2088 13.7509 -1.8743
C 4.1722 16.0926 -3.0836
H 4.3325 15.4244 0.5027
H 5.5866 15.8838 -0.6792
H 4.1925 16.9730 -0.3660
H 5.2587 16.0287 -3.1335
H 3.8469 17.1236 -2.9458
H 3.7331 15.6862 -3.9921
C -10.7889 -6.8910 0.9685
S -9.9665 -5.6785 2.0105
O -9.9929 -4.3940 1.2545
C -8.3144 -6.3420 1.8360
H -11.8400 -6.6158 0.9132
H -10.3446 -6.8686 -0.0263
H -10.6887 -7.8790 1.4179
H -8.0338 -6.3831 0.7828
H -8.2781 -7.3329 2.2899
H -7.6663 -5.6711 2.3934
C 4.2463 -8.6131 -9.1856
S 4.6689 -7.3460 -7.9845
O 4.5667 -6.0349 -8.6770
C 6.4186 -7.7475 -7.8952
H 3.1903 -8.4980 -9.4196
H 4.8458 -8.4709 -10.0845
H 4.4222 -9.5962 -8.7494
H 6.8581 -7.6625 -8.8888
H 6.5391 -8.7559 -7.4997
H 6.8829 -7.0301 -7.2216
C -7.1677 2.7412 6.4165
S -8.1914 1.8855 5.2170
O -7.5195 0.5793 4.9523
C -7.7978 2.9423 3.8221
H -7.2395 2.1948 7.3545
H -6.1359 2.7494 6.0664
H -7.5425 3.7556 6.5516
H -6.7204 2.9354 3.6598
H -8.1569 3.9516 4.0219
H -8.3088 2.5359 2.9520
C -1.0438 -7.2899 5.5297
S -1.6423 -8.9779 5.6545
O -3.1273 -8.9238 5.6025
C -1.2060 -9.2216 7.3810
H -1.2664 -6.9464 4.5209
H -1.5584 -6.6703 6.2642
H 0.0339 -7.2785 5.6929
H -1.7071 -8.4675 7.9877
H -0.1238 -9.1570 7.4944
H -1.5480 -10.2146 7.6643

The value obtained for the HOMO energy is -7.59 eV. Its total charge is 0. The calculation puts the LUMO energy at 0.01891 Ha. The HOMO-LUMO gap is 0.298 hartree.

Entry from the Open Molecules 2025 dataset: a cluster of 5 separate species, C2H14NO4 in total (ωB97M-V with the def2-TZVPD basis set).

Positions of all 21 atoms, in Å:
C 1.5269 -0.8325 -0.3187
C 2.4375 0.1045 -0.1934
N 0.2163 -0.6482 0.4174
H 1.5567 -1.7626 -0.8728
H 3.2989 0.0694 -0.8813
H 2.3536 1.0122 0.3942
H -0.1300 -1.5846 0.6576
H 0.3167 -0.0899 1.2590
H -0.3639 -0.1181 -0.2647
H 0.3987 -3.7573 2.5020
H -1.0432 -3.7752 2.0931
O -0.1952 -3.4116 1.8237
H 0.1691 3.2516 0.5630
H 0.0317 2.1361 -0.4417
O 0.0154 2.2998 0.5320
H -3.3405 0.5832 -0.6339
H -2.2102 1.2428 0.1682
O -2.4234 0.4670 -0.3690
H -1.4642 1.7181 -2.1072
H -0.1461 1.9481 -2.8243
O -0.5098 1.6632 -1.9776

The value obtained for the HOMO energy is -14.66 eV. Its total charge is +1. The calculation puts the LUMO energy at -0.10051 Ha. The HOMO-LUMO gap is 0.438 hartree. The calculation puts the relative energy (zero: lowest compared OMol25 entry of this formula, charge and spin) at 48.3 kJ/mol.

Entry from the Open Molecules 2025 dataset: the molecule C3H5BrO (ωB97M-V with the def2-TZVPD basis set).

Positions of all 10 atoms, in Å:
C -0.1560 -0.3440 -0.4515
C -1.2115 0.3996 0.2649
C 1.2125 0.1981 -0.0125
O -0.4812 -1.4891 0.2376
Br -3.0993 0.2696 -0.0398
H -0.2368 -0.4942 -1.4878
H -0.8143 0.6356 1.2442
H 1.6417 -0.5924 0.7634
H 1.2015 1.2635 0.3225
H 1.9433 0.1535 -0.8410

The value obtained for the HOMO energy (alpha / beta) is -9.66 / -9.76 eV. Its total charge is 0. The calculation puts the LUMO energy (alpha / beta) at -0.03551 / -0.03560 Ha. The HOMO-LUMO gap (alpha / beta) is 0.319 / 0.323 hartree. The calculation puts the relative energy (zero: lowest compared OMol25 entry of this formula, charge and spin) at 286.2 kJ/mol.

Entry from the Open Molecules 2025 dataset: the ion C8H14ClFN3S with charge +1 (ωB97M-V with the def2-TZVPD basis set).

Positions of all 28 atoms, in Å:
C 2.9048 -1.7032 0.9567
C 2.0654 -0.6744 -0.0196
C 1.0077 0.1628 0.9341
F 0.1691 -0.7398 1.8089
C 0.1234 1.2915 0.1363
N 0.1165 2.7876 0.3906
S 1.0089 3.7746 1.5223
N -0.7173 3.5292 -0.4467
C -1.3249 2.4417 -1.3342
N -0.8335 1.0332 -1.0059
C -1.2357 -0.2227 -1.7462
Cl -0.0284 -0.4245 -3.1571
C -1.4156 -1.5571 -0.8116
C -2.5632 -1.4332 0.3592
H 3.5106 -1.0494 1.7486
H 3.7223 -2.3437 0.3711
H 2.1956 -2.3964 1.5897
H 1.5737 -1.1976 -0.9435
H 2.8186 0.1402 -0.4504
H 1.6897 0.7661 1.7063
H 0.3255 3.8809 2.7524
H -2.0711 2.6972 -2.1999
H -2.2849 0.0208 -2.2611
H -1.7888 -2.4247 -1.5417
H -0.3878 -1.9687 -0.3664
H -3.6554 -1.7071 -0.0374
H -2.6108 -0.3923 0.8946
H -2.3142 -2.2912 1.1508

The value obtained for the HOMO energy is -14.26 eV. Its total charge is +1. The calculation puts the LUMO energy at -0.18211 Ha. The HOMO-LUMO gap is 0.342 hartree. Its structure (SMILES) is CC[C@H](F)c1n(S)nc[n+]1[C@@H](Cl)CC.

no.,DFT total energy (eV)
1,-17730.4158
2,-192381.7713
3,-11974.9423
4,-75278.3140
5,-39054.6633